(1)
The following is a quantum chemistry calculation of a 6-piece molecular cluster, C34H26BNO28 overall in a non-equilibrium geometry, from the Open Molecules 2025 dataset.

The largest force on an atom comes out at 9.9 eV/Å. The total energy is -3497.375901 a.u. Its SMILES is O=NOC[C@H]1OC(=O)O[C@H]1OB(O)O.O=C1C=C(O)C(=O)C=C1O.O=C1C=C(O)C(=O)C=C1O.O=C1C=C(O)C(=O)C=C1O.O=C1C=C(O)C(=O)C=C1O.O=C1C=C(O)C(=O)C=C1O. The net charge is 0.

Last column: Löwdin charge in e.
CARTESIAN COORDINATES (ANGSTROEM)
O  7.24  0.38  3.62  0.065
N  7.00  1.56  3.40  -0.043
O  5.66  1.72  3.27  -0.140
C  5.46  1.95  1.82  -0.075
C  4.41  0.81  1.29  -0.140
O  4.61  -0.32  2.21  0.028
C  3.34  -1.08  2.05  -0.132
O  3.23  -2.29  2.62  0.036
O  2.33  -0.34  1.23  0.017
C  2.79  1.07  1.37  -0.180
O  2.17  1.49  2.63  0.070
B  0.68  1.42  2.54  -0.434
O  -0.14  0.28  3.04  0.065
O  -0.07  2.57  1.93  0.051
H  6.50  1.74  1.27  0.149
H  5.12  3.06  1.55  0.160
H  4.66  0.66  0.15  0.169
H  2.34  1.65  0.43  0.168
H  0.07  -0.57  2.54  0.135
H  -0.45  3.05  2.75  0.133
O  2.78  2.31  -1.36  0.064
C  2.56  1.78  -2.44  -0.287
C  1.20  1.53  -2.94  0.085
C  1.00  0.94  -4.12  -0.199
O  -0.28  0.71  -4.59  0.089
C  2.14  0.50  -4.96  -0.288
O  1.93  -0.07  -6.03  0.116
C  3.51  0.76  -4.48  0.090
C  3.71  1.36  -3.30  -0.197
O  4.98  1.61  -2.84  0.077
H  0.38  1.86  -2.31  0.141
H  -0.16  0.27  -5.46  0.119
H  4.33  0.45  -5.11  0.105
H  4.86  2.05  -1.97  0.103
O  8.48  2.05  -10.03  0.110
C  7.72  1.44  -9.28  -0.305
C  6.41  0.95  -9.73  0.079
C  5.59  0.30  -8.90  -0.203
O  4.36  -0.17  -9.31  0.085
C  5.98  0.06  -7.48  -0.293
O  5.21  -0.52  -6.73  0.081
C  7.30  0.53  -7.03  0.080
C  8.11  1.18  -7.87  -0.205
O  9.36  1.62  -7.46  0.083
H  6.14  1.13  -10.77  0.139
H  3.97  -0.60  -8.52  0.115
H  7.58  0.33  -6.01  0.139
H  9.75  2.06  -8.25  0.118
O  -2.91  1.43  2.86  0.110
C  -3.95  0.84  3.11  -0.295
C  -5.27  1.45  2.88  0.078
C  -6.39  0.78  3.18  -0.205
O  -7.63  1.34  2.96  0.067
C  -6.34  -0.60  3.75  -0.305
O  -7.39  -1.18  4.02  0.106
C  -5.02  -1.21  3.95  0.076
C  -3.90  -0.55  3.65  -0.201
O  -2.66  -1.12  3.84  0.082
H  -5.29  2.45  2.47  0.136
H  -8.28  0.66  3.25  0.082
H  -5.00  -2.22  4.35  0.137
H  -2.01  -0.44  3.55  0.073
O  -9.81  4.62  6.44  0.110
C  -10.56  3.80  5.93  -0.302
C  -10.07  2.66  5.15  0.083
C  -10.93  1.80  4.58  -0.197
O  -10.47  0.72  3.85  0.073
C  -12.40  1.97  4.73  -0.304
O  -13.16  1.17  4.18  0.108
C  -12.89  3.10  5.53  0.078
C  -12.04  3.96  6.09  -0.208
O  -12.49  5.02  6.85  0.080
H  -9.00  2.55  5.05  0.130
H  -11.28  0.25  3.55  0.124
H  -13.96  3.20  5.64  0.138
H  -11.68  5.49  7.15  0.117
O  4.31  -4.49  1.47  0.113
C  3.56  -5.30  0.95  -0.297
C  4.05  -6.45  0.17  0.075
C  3.19  -7.31  -0.39  -0.212
O  3.65  -8.39  -1.13  0.074
C  1.72  -7.14  -0.25  -0.314
O  0.96  -7.93  -0.80  0.095
C  1.23  -6.01  0.55  0.070
C  2.08  -5.15  1.12  -0.203
O  1.63  -4.09  1.87  0.066
H  5.12  -6.56  0.07  0.136
H  2.84  -8.86  -1.43  0.115
H  0.16  -5.91  0.66  0.135
H  2.44  -3.61  2.17  0.031


(2)
The following is a quantum chemistry calculation of C34H26BrN6O2SSr as an isolated structure, from the Open Molecules 2025 dataset.

The energy above the lowest of the compared OMol25 structures with the same formula, charge and spin is 122.1 kJ/mol. The largest force on an atom comes out at 0.6 eV/Å. The total energy is -4793.269915 a.u. The net charge is -1.

Last column: Löwdin charge in e.
CARTESIAN COORDINATES (ANGSTROEM)
Sr  -0.52  0.07  -0.71  1.364
C  1.13  -4.61  -1.17  -0.063
C  0.29  -3.38  -1.03  -0.334
N  0.82  -2.16  -1.07  -0.087
N  2.08  -1.98  -1.17  0.035
C  2.38  -0.57  -1.27  -0.659
O  1.56  0.21  -1.89  -0.291
C  3.85  -0.33  -1.58  -0.174
C  4.79  -1.35  -1.64  -0.047
C  6.11  -1.07  -1.96  -0.096
C  6.50  0.24  -2.21  -0.115
C  5.57  1.27  -2.15  -0.096
C  4.25  0.98  -1.84  -0.035
C  -1.14  -3.46  -0.94  -0.248
C  -1.79  -4.71  -0.81  -0.037
C  -3.16  -4.77  -0.73  -0.097
C  -3.92  -3.60  -0.77  -0.100
C  -3.22  -2.41  -0.89  -0.171
N  -1.89  -2.32  -0.97  0.021
H  2.14  -4.30  -1.43  0.053
H  0.76  -5.28  -1.95  0.069
H  1.19  -5.19  -0.24  0.071
H  4.47  -2.36  -1.43  0.099
H  6.83  -1.87  -2.01  0.092
H  7.54  0.46  -2.46  0.088
H  5.87  2.29  -2.34  0.091
H  3.50  1.76  -1.81  0.113
H  -1.20  -5.62  -0.77  0.092
H  -3.65  -5.74  -0.62  0.097
H  -5.00  -3.61  -0.71  0.087
H  -3.75  -1.47  -0.94  0.102
C  -4.47  2.21  -3.21  -0.128
C  -4.62  3.45  -2.61  -0.125
C  -3.70  3.84  -1.64  -0.083
C  -2.65  2.98  -1.28  -0.254
C  -2.48  1.70  -1.85  -0.155
C  -3.44  1.37  -2.83  -0.181
C  -1.69  3.47  -0.25  -0.228
C  -1.42  4.87  -0.15  -0.010
C  -0.58  5.33  0.81  -0.013
C  0.04  4.43  1.70  -0.165
C  0.92  4.83  2.72  -0.047
C  1.51  3.91  3.54  -0.089
C  1.24  2.53  3.35  -0.088
C  0.39  2.12  2.37  -0.037
C  -0.24  3.06  1.51  -0.209
N  -1.09  2.60  0.55  0.106
H  -5.18  1.90  -3.98  0.086
H  -5.43  4.11  -2.87  0.086
H  -3.83  4.79  -1.15  0.091
H  -3.37  0.40  -3.32  0.070
H  -1.88  5.54  -0.86  0.103
H  -0.36  6.39  0.89  0.113
H  1.13  5.89  2.85  0.107
H  2.19  4.22  4.32  0.097
H  1.73  1.80  3.98  0.096
H  0.19  1.07  2.21  0.068
Br  -2.06  -3.78  5.36  0.736
C  -1.62  -2.70  3.87  -0.683
C  -2.46  -1.67  3.50  -0.103
C  -2.09  -0.90  2.41  -0.127
N  -0.97  -1.12  1.71  -0.009
C  -0.17  -2.11  2.09  -0.126
C  -0.45  -2.94  3.17  -0.086
H  -3.38  -1.46  4.03  0.102
H  -2.71  -0.08  2.07  0.121
H  0.73  -2.26  1.50  0.091
H  0.22  -3.73  3.44  0.107
O  4.40  -0.85  1.52  -0.535
S  3.08  -0.24  1.62  0.775
N  2.20  -0.09  0.43  -0.302


(3)
The following is a quantum chemistry calculation of C34H26F3FeI2N6O9S2 as an isolated structure in a non-equilibrium geometry, from the Open Molecules 2025 dataset.

The energy above the lowest of the compared OMol25 structures with the same formula, charge and spin is 0.0 kJ/mol. The largest force on an atom comes out at 2.0 eV/Å. The total energy is -5272.041386 a.u. The net charge is 0. As for the spin multiplicity: 6.

Last column: Löwdin spin population.
CARTESIAN COORDINATES (ANGSTROEM)
Fe  -0.55  -1.50  0.08  4.267
I  2.20  2.96  0.17  0.003
C  2.66  1.19  1.18  0.020
C  3.79  1.10  2.00  -0.002
C  4.01  -0.04  2.74  0.016
I  5.74  -0.13  3.93  0.003
C  3.07  -1.10  2.74  0.001
C  3.11  -2.24  3.57  0.004
C  2.10  -3.16  3.51  0.001
C  1.07  -2.99  2.57  0.014
N  1.03  -1.95  1.77  0.081
C  1.97  -1.00  1.86  0.006
C  1.77  0.13  1.01  0.003
O  0.79  0.14  0.18  0.134
H  4.48  1.93  2.06  0.000
H  3.92  -2.37  4.28  0.000
H  2.09  -4.02  4.16  0.000
H  0.28  -3.72  2.44  0.001
F  1.55  -2.76  -1.26  0.006
C  1.02  -3.86  -1.86  0.000
F  1.03  -3.65  -3.17  0.000
F  1.82  -4.88  -1.59  0.000
S  -0.67  -4.06  -1.09  0.002
O  -1.19  -5.32  -1.49  0.010
O  -1.36  -2.85  -1.56  0.050
O  -0.30  -3.88  0.31  0.050
O  -1.03  -0.30  2.99  0.008
C  -1.83  -1.18  2.71  0.013
O  -1.91  -1.76  1.56  0.157
C  -2.86  -1.64  3.71  0.007
C  -3.12  -0.87  4.84  0.001
C  -4.10  -1.27  5.74  0.001
C  -4.81  -2.44  5.53  0.000
C  -4.52  -3.20  4.41  0.000
C  -3.56  -2.82  3.49  0.001
N  -5.27  -4.44  4.18  0.000
O  -6.08  -4.78  5.02  0.000
O  -5.05  -5.05  3.15  0.000
H  -2.55  0.03  4.99  0.000
H  -4.32  -0.66  6.60  0.000
H  -5.58  -2.76  6.21  0.000
H  -3.35  -3.42  2.62  0.000
C  4.58  -1.12  -2.58  0.000
C  3.56  -0.04  -2.25  0.000
C  2.73  0.33  -3.48  0.001
N  1.68  1.29  -3.16  0.011
C  0.46  0.94  -2.77  0.011
S  -0.09  -0.65  -2.80  0.040
N  -0.41  1.92  -2.34  0.003
C  -0.45  3.30  -2.48  0.000
O  -1.22  3.92  -1.78  0.001
C  0.35  3.95  -3.55  0.000
C  0.41  3.40  -4.83  0.000
C  1.06  4.08  -5.85  0.000
C  1.65  5.31  -5.60  0.000
C  1.59  5.86  -4.32  0.000
C  0.93  5.19  -3.31  0.000
H  5.17  -1.37  -1.71  0.000
H  5.26  -0.78  -3.37  0.000
H  4.07  -2.03  -2.93  0.000
H  4.07  0.85  -1.88  0.000
H  2.88  -0.39  -1.47  0.000
H  2.26  -0.56  -3.89  0.001
H  3.37  0.79  -4.24  0.000
H  1.98  2.24  -2.96  0.000
H  -1.16  1.54  -1.78  0.000
H  -0.08  2.45  -5.04  0.000
H  1.09  3.65  -6.84  0.000
H  2.16  5.84  -6.39  0.000
H  2.04  6.82  -4.13  0.000
H  0.86  5.61  -2.31  0.000
N  -2.14  4.63  2.26  0.001
C  -2.38  3.69  1.64  0.000
C  -2.70  2.53  0.87  0.002
C  -3.91  2.45  0.19  -0.002
C  -4.17  1.31  -0.56  0.003
C  -3.21  0.32  -0.62  0.003
N  -2.04  0.41  0.02  0.061
C  -1.79  1.48  0.76  0.003
H  -4.61  3.27  0.23  0.000
H  -5.10  1.21  -1.10  0.000
H  -3.36  -0.58  -1.20  0.000
H  -0.84  1.50  1.27  0.000